Density functional theory data (ωB97M-V/def2-TZVPD) for a structure of composition C8H13AuCl3F5GeNOSTe.

Structure (XYZ):
```
35
Properties=species:S:1:pos:R:3
Au 0.46 0.06 -1.72
C -0.45 -0.19 3.33
C -0.77 -0.09 1.83
C -1.72 -1.22 1.44
C -1.41 1.27 1.53
C 0.51 -0.24 1.07
H -1.37 -0.10 3.91
H 0.23 0.61 3.63
H 0.02 -1.15 3.57
H -2.64 -1.14 2.01
H -1.27 -2.20 1.65
H -1.98 -1.17 0.38
H -2.32 1.39 2.11
H -1.65 1.37 0.47
H -0.73 2.09 1.79
H 0.99 -1.21 0.99
Cl 3.96 3.19 -2.68
Ge 2.83 2.50 -0.96
Cl 3.02 4.16 0.57
Cl -0.32 2.36 -2.00
F 1.43 0.73 1.32
Te 3.74 -0.61 -0.50
F 3.10 -2.12 -1.46
F 4.23 1.50 -0.09
F 5.36 -1.44 0.11
F 4.79 -0.21 -1.96
O 2.41 0.59 -1.56
S -3.18 -2.51 -2.65
C -3.66 -0.88 -2.47
C -2.59 -0.10 -2.20
N -1.41 -0.79 -2.14
C -1.58 -2.07 -2.37
H -4.69 -0.57 -2.56
H -2.58 0.97 -2.04
H -0.77 -2.79 -2.37
```

Values from the calculation:
* frontier orbital gap (spin up / spin down): 6.86 / 6.99 eV
* molar mass: 769.8 g mol⁻¹
* multiplicity: 4
* ΔE to the lowest compared entry with this formula, charge and spin: 0.00 kJ/mol
* E: -141536.573 eV


Density functional theory data (ωB97M-V/def2-TZVPD) for the ion C7H11N2 with charge +1 in a non-equilibrium geometry.

Structure (XYZ):
```
20
Properties=species:S:1:pos:R:3
C 1.56 1.28 0.66
C 1.48 -0.08 0.03
C 0.22 -0.17 -0.38
C -0.83 -1.15 -0.65
C -2.17 -0.40 -0.26
C -0.50 1.29 -0.20
C 2.56 -1.04 0.15
N 0.55 2.01 0.53
N -1.89 0.88 0.37
H 2.45 1.87 1.04
H -0.84 -1.67 -1.56
H -0.69 -2.03 0.02
H -2.60 -0.23 -1.16
H -2.73 -1.11 0.47
H -0.61 1.89 -1.15
H 2.48 -1.52 1.13
H 3.58 -0.53 0.01
H 2.36 -1.82 -0.61
H -2.53 1.71 0.22
H -1.85 0.81 1.35
```

Values from the calculation:
* frontier orbital gap: 9.52 eV
* molar mass: 123.2 g mol⁻¹
* structure (SMILES): CC1=C2CC[NH2+][C@H]2N=C1
* net charge: +1
* multiplicity: 1
* ΔE to the lowest compared entry with this formula, charge and spin: 294.15 kJ/mol
* E: -10408.670 eV


Density functional theory data (ωB97M-V/def2-TZVPD) for a structure of composition C32H26Cl2F5N4O4ScSe in a non-equilibrium geometry.

Structure (XYZ):
```
75
Properties=species:S:1:pos:R:3
Sc -0.35 0.10 0.20
O 6.17 -2.81 -1.12
C 5.14 -3.48 -1.28
O 4.90 -4.62 -1.68
C 3.83 -2.69 -0.89
C 3.84 -1.73 0.11
C 2.68 -1.02 0.37
N 1.52 -1.24 -0.27
C 1.51 -2.22 -1.20
C 2.64 -2.94 -1.55
C 0.23 -2.46 -1.90
C -0.10 -3.75 -2.32
C -1.28 -3.93 -3.01
C -2.06 -2.82 -3.31
C -1.66 -1.59 -2.83
N -0.55 -1.40 -2.10
C 2.63 0.00 1.43
C 3.76 0.72 1.81
C 3.66 1.62 2.85
C 2.45 1.73 3.52
C 1.38 0.99 3.06
N 1.43 0.18 2.00
H 4.75 -1.55 0.66
H 2.62 -3.70 -2.31
H 0.55 -4.58 -2.08
H -1.58 -4.93 -3.33
H -2.97 -2.92 -3.88
H -2.25 -0.71 -3.03
H 4.69 0.58 1.28
H 4.52 2.21 3.15
H 2.33 2.40 4.36
H 0.43 1.04 3.56
Cl -1.48 -0.60 2.78
C -3.06 0.00 3.39
Cl -3.79 1.22 2.36
H -2.88 0.43 4.36
H -3.72 -0.86 3.45
F -5.03 -4.81 -0.83
C -4.37 -3.67 -0.62
C -4.93 -2.45 -0.99
F -6.14 -2.43 -1.56
C -4.25 -1.27 -0.81
F -4.79 -0.12 -1.22
C -2.96 -1.25 -0.26
O -2.24 -0.16 -0.13
C -2.44 -2.49 0.11
F -1.17 -2.48 0.59
C -3.11 -3.69 -0.07
F -2.53 -4.84 0.27
Se -0.49 2.66 0.87
C -0.27 3.72 2.46
C -0.78 3.38 3.71
C -0.54 4.22 4.78
N 0.12 5.37 4.69
C 0.56 5.72 3.48
C 0.39 4.94 2.35
H -1.35 2.47 3.85
H -0.90 3.97 5.78
H 1.07 6.67 3.42
H 0.78 5.26 1.39
C 2.25 1.06 -3.07
C 1.65 1.64 -1.80
O 0.24 1.38 -1.70
C -0.51 2.38 -2.42
C -1.95 1.97 -2.67
H 3.32 1.24 -3.08
H 1.82 1.52 -3.96
H 2.07 -0.01 -3.11
H 1.81 2.72 -1.74
H 2.13 1.19 -0.94
H 0.00 2.56 -3.37
H -0.48 3.30 -1.83
H -2.01 1.30 -3.53
H -2.54 2.86 -2.88
H -2.37 1.49 -1.79
```

Values from the calculation:
* frontier orbital gap: 6.95 eV
* molar mass: 820.4 g mol⁻¹
* multiplicity: 1
* ΔE to the lowest compared entry with this formula, charge and spin: 104.60 kJ/mol
* E: -172437.980 eV


Density functional theory data (ωB97M-V/def2-TZVPD) for the molecule C27H28N4O3 in a non-equilibrium geometry.

Structure (XYZ):
```
62
Properties=species:S:1:pos:R:3
C -7.96 -1.40 0.51
H -8.32 -0.45 0.89
H -8.79 -2.10 0.47
H -7.21 -1.79 1.20
C -7.35 -1.25 -0.88
N -6.15 -0.43 -0.85
C -6.42 0.99 -0.62
H -5.99 1.60 -1.41
C -5.82 1.43 0.72
N -4.40 1.20 0.75
C -3.48 2.19 0.76
O -3.78 3.36 0.86
C -2.06 1.74 0.67
C -1.09 2.47 1.36
C 0.24 2.11 1.32
C 0.63 1.00 0.56
C -0.33 0.28 -0.15
C -1.66 0.64 -0.09
H -2.38 0.08 -0.67
H -0.03 -0.56 -0.75
N 1.96 0.57 0.47
C 3.06 1.06 1.11
O 3.07 2.00 1.87
C 4.31 0.31 0.74
C 5.37 1.02 0.26
C 6.54 0.33 -0.15
N 6.65 -0.98 -0.08
C 5.64 -1.69 0.43
C 5.80 -3.09 0.53
C 4.81 -3.87 1.07
C 3.63 -3.28 1.55
C 3.44 -1.93 1.45
C 4.42 -1.10 0.88
H 2.53 -1.48 1.85
H 2.87 -3.90 2.00
H 4.94 -4.94 1.15
H 6.73 -3.52 0.18
C 7.67 1.06 -0.67
C 8.90 0.61 -1.09
C 9.62 1.75 -1.49
C 8.79 2.81 -1.29
O 7.61 2.41 -0.79
H 8.91 3.87 -1.45
H 10.62 1.79 -1.88
H 9.23 -0.41 -1.10
H 5.32 2.09 0.16
H 2.10 -0.21 -0.15
H 0.98 2.67 1.86
H -1.41 3.33 1.92
H -4.11 0.24 0.63
H -5.97 2.51 0.87
H -6.29 0.88 1.54
H -7.50 1.18 -0.60
C -5.24 -0.69 -1.95
C -4.44 -1.97 -1.72
H -3.67 -2.06 -2.49
H -5.07 -2.85 -1.77
H -3.96 -1.95 -0.75
H -5.78 -0.77 -2.91
H -4.55 0.15 -2.03
H -8.11 -0.83 -1.57
H -7.07 -2.23 -1.25
```

Values from the calculation:
* frontier orbital gap: 7.88 eV
* molar mass: 456.5 g mol⁻¹
* structure (SMILES): CCN(CC)CCNC(=O)c1ccc(NC(=O)c2cc(-c3ccco3)nc3ccccc23)cc1
* multiplicity: 1
* ΔE to the lowest compared entry with this formula, charge and spin: 0.00 kJ/mol
* E: -40557.252 eV